Molecular formula: C21H29N5O2
Method: DFT, ωB97M-V with the def2-TZVPD basis set

The geometry in ORCA input format:
```
! RIJCOSX wB97M-V def2-TZVPD def2/J DEFGRID3
* xyz 0 1
C -8.13551 2.46934 -2.35278
C -6.94097 1.70430 -1.87905
C -5.80253 2.18847 -1.20300
N -4.93836 1.22229 -0.92873
N -5.50042 0.10988 -1.41199
C -4.77747 -1.14194 -1.34479
C -3.61691 -1.18328 -2.32839
C -2.79266 -2.45282 -2.16162
N -1.67099 -2.54369 -3.08799
C -0.39692 -2.09634 -2.83124
O 0.56573 -2.63683 -3.33924
C -0.26267 -0.88988 -1.92283
C 1.16839 -0.66722 -1.46717
C 1.70493 -1.77286 -0.52499
C 2.13680 -1.02618 0.73811
N 2.42434 0.32072 0.25750
C 2.58013 1.29912 1.31130
C 3.81404 1.05619 2.14550
C 5.02125 0.72021 1.53631
C 6.15810 0.51433 2.29566
C 6.11577 0.65549 3.67990
C 7.38275 0.42002 4.44490
N 7.44293 0.97108 5.69490
O 8.29758 -0.23696 3.98942
C 4.91195 0.98056 4.29269
C 3.76988 1.17321 3.52809
C 1.32505 0.61545 -0.64639
C -6.69623 0.35584 -1.99393
H -8.85475 1.80744 -2.83438
H -8.64491 2.96633 -1.52607
H -7.85596 3.23681 -3.07588
H -5.58323 3.20101 -0.90116
H -4.41430 -1.26091 -0.32226
H -5.48982 -1.94482 -1.54202
H -3.99162 -1.12173 -3.35271
H -2.99305 -0.30489 -2.15909
H -2.44533 -2.53628 -1.12673
H -3.42437 -3.32479 -2.34111
H -1.65046 -3.36640 -3.67185
H -0.63396 -0.02238 -2.47881
H -0.92088 -0.99475 -1.05466
H 1.80514 -0.61494 -2.34895
H 0.94729 -2.52759 -0.30642
H 2.54551 -2.28735 -0.98563
H 1.31283 -1.00029 1.47490
H 3.00665 -1.46155 1.22965
H 2.65248 2.28683 0.84564
H 1.69408 1.32196 1.97107
H 5.04999 0.60695 0.46002
H 7.09743 0.23841 1.83545
H 6.83833 1.73304 5.94301
H 8.33292 0.91224 6.16059
H 4.84378 1.04618 5.37155
H 2.82978 1.40498 4.01494
H 1.54305 1.49545 -1.25440
H 0.39546 0.81864 -0.07995
H -7.28004 -0.43606 -2.43490
*
```

Values from the calculation:
HOMO-LUMO gap = 9.412 eV
E_HOMO = -8.78 eV
SMILES = Cc1cnn(CCCNC(=O)C[C@@H]2CCN(Cc3ccc(C(N)=O)cc3)C2)c1

Here are the Löwdin charges for atoms 1 to 8, given in e: -0.061, -0.274, -0.117, 0.078, -0.182, -0.147, -0.171, -0.206

---

Molecular formula: C21H29N5O2
Method: DFT, ωB97M-V with the def2-TZVPD basis set

The geometry in ORCA input format:
```
! RIJCOSX wB97M-V def2-TZVPD def2/J DEFGRID3
* xyz 0 1
C -0.72147 4.75927 0.84129
O 0.14727 4.53382 -0.23967
C 0.86798 3.36988 -0.25280
C 0.80376 2.37978 0.71801
C 1.56628 1.23057 0.59965
C 2.40775 1.03248 -0.49119
C 2.47467 2.04071 -1.45623
C 1.72347 3.18861 -1.33883
H 1.77560 3.96257 -2.08813
H 3.12848 1.91556 -2.30831
N 3.21376 -0.09525 -0.61908
H 3.62312 -0.17398 -1.54144
C 2.79544 -1.36765 -0.07921
C 1.46587 -1.85351 -0.69680
N 1.08335 -3.11444 -0.11923
C 0.09934 -3.26935 0.79275
O -0.16557 -4.33417 1.31642
C -0.69611 -2.02852 1.10250
N -0.25601 -1.28676 2.11053
C -1.00279 -0.23106 2.44161
N -2.10969 0.16880 1.81624
C -2.53159 -0.56161 0.79517
C -1.85724 -1.71887 0.40766
H -2.21026 -2.34103 -0.39773
C -3.73748 -0.07620 0.05468
H -4.22715 0.69563 0.64919
H -4.42918 -0.90890 -0.08965
C -3.35128 0.50169 -1.31826
C -2.46152 1.72999 -1.15262
H -1.56174 1.48653 -0.59150
H -2.16136 2.12085 -2.12228
H -2.99865 2.51132 -0.61923
C -4.60924 0.85446 -2.10728
H -4.34407 1.25953 -3.08114
H -5.23086 -0.02522 -2.25936
H -5.19405 1.60046 -1.57357
H -2.79320 -0.26311 -1.87073
N -0.56030 0.53837 3.46399
H -1.20780 1.20169 3.85206
H 0.14860 0.14828 4.06001
C 2.04619 -4.17298 -0.34045
C 3.40053 -3.77431 0.24854
C 3.86259 -2.43437 -0.32356
H 4.03275 -2.53433 -1.39953
H 4.80135 -2.12685 0.13914
H 3.30158 -3.69209 1.33228
H 4.13496 -4.55036 0.03012
H 2.13696 -4.34882 -1.41815
H 1.66076 -5.07330 0.14063
H 1.59593 -1.98686 -1.77884
H 0.68636 -1.10818 -0.53345
H 2.64768 -1.25635 1.00031
H 1.48936 0.48582 1.37486
H 0.15904 2.47592 1.57679
H -1.20110 5.71619 0.63992
H -1.48527 3.97836 0.91469
H -0.17580 4.82127 1.78924
*
```

Values from the calculation:
HOMO-LUMO gap = 8.194 eV
E_HOMO = -7.40 eV
SMILES = COc1ccc(N[C@@H]2CCCN(C(=O)c3cc(CC(C)C)nc(N)n3)C2)cc1

Here are the Löwdin charges for atoms 1 to 8, given in e: -0.094, -0.094, -0.292, -0.033, -0.028, -0.273, -0.024, -0.007